No. 1
This record from the Open Molecules 2025 dataset describes 14 unconnected molecules or ions with the total composition C54H120O30. The level of theory is ωB97M-V with the def2-TZVPD basis set.

```
! RIJCOSX wB97M-V def2-TZVPD def2/J DEFGRID3
* xyz 0 1
C -2.456 0.542 -0.356
O -1.187 -0.142 -0.595
C -0.161 0.245 0.129
O -0.210 1.011 1.054
O 0.947 -0.403 -0.172
C 2.039 -0.001 0.600
H -2.287 1.582 -0.650
H -2.610 0.492 0.709
H -3.256 0.035 -0.890
H 1.874 -0.356 1.620
H 2.046 1.091 0.641
H 2.948 -0.423 0.151
C 4.453 -2.045 4.592
O 5.031 -0.735 4.416
C 5.385 -0.541 3.109
O 5.125 -1.267 2.242
O 5.864 0.693 2.976
C 6.123 1.098 1.635
H 3.482 -2.156 4.068
H 4.317 -2.162 5.683
H 5.138 -2.823 4.255
H 6.818 0.411 1.134
H 6.482 2.126 1.750
H 5.142 1.116 1.102
C -4.434 5.301 -2.038
O -5.535 5.095 -1.213
C -5.282 5.259 0.165
C -5.521 6.694 0.743
O -4.433 7.581 0.364
C -4.538 8.887 0.876
H -3.587 4.773 -1.626
H -4.171 6.366 -2.033
H -4.664 5.017 -3.065
H -4.263 4.990 0.448
H -5.948 4.555 0.654
H -5.692 6.637 1.827
H -6.483 7.055 0.314
H -5.417 9.417 0.467
H -3.638 9.434 0.563
H -4.537 8.862 1.977
C 0.928 -0.672 4.786
O -0.050 0.317 5.131
C -1.116 0.621 4.251
C -2.257 1.337 4.978
O -3.037 0.339 5.583
C -3.815 0.872 6.690
H 0.465 -1.562 4.371
H 1.387 -0.958 5.737
H 1.700 -0.304 4.089
H -1.482 -0.329 3.778
H -0.780 1.246 3.408
H -2.799 1.926 4.227
H -1.845 2.054 5.717
H -4.162 0.067 7.367
H -4.636 1.493 6.286
H -3.173 1.570 7.220
C -1.128 4.570 0.653
O -0.312 5.502 0.020
C 0.772 4.885 -0.646
C 1.646 5.899 -1.322
O 2.350 6.690 -0.355
C 3.064 7.709 -0.982
H -0.479 3.959 1.302
H -1.659 3.894 -0.035
H -1.809 5.140 1.285
H 0.427 4.213 -1.452
H 1.365 4.294 0.081
H 1.047 6.609 -1.947
H 2.380 5.462 -2.011
H 3.827 7.442 -1.712
H 3.586 8.263 -0.198
H 2.371 8.413 -1.488
C -0.763 -8.791 -0.961
O -1.605 -7.674 -1.267
C -1.425 -6.585 -0.400
C -2.387 -5.424 -0.723
O -2.039 -4.322 0.097
C -2.698 -3.151 -0.237
H -0.947 -9.510 -1.800
H -1.043 -9.267 -0.026
H 0.294 -8.478 -0.961
H -0.362 -6.248 -0.426
H -1.695 -6.905 0.626
H -3.425 -5.746 -0.534
H -2.277 -5.137 -1.779
H -3.741 -3.231 0.063
H -2.635 -2.898 -1.315
H -2.226 -2.338 0.305
C 3.095 4.437 2.676
O 3.524 3.117 2.508
C 2.883 2.275 3.500
C 3.527 2.391 4.881
O 2.852 3.507 5.549
C 3.151 3.542 6.896
H 3.531 5.066 1.907
H 3.397 4.830 3.666
H 1.981 4.474 2.622
H 2.948 1.288 3.075
H 1.821 2.605 3.555
H 4.590 2.605 4.864
H 3.348 1.461 5.460
H 2.694 4.404 7.378
H 4.217 3.508 7.165
H 2.667 2.650 7.331
C 0.988 1.399 -3.862
O 2.324 1.833 -3.612
C 2.983 1.040 -2.608
C 4.161 1.852 -2.042
O 3.762 3.053 -1.467
C 4.787 3.785 -0.859
H 0.344 1.517 -2.961
H 0.971 0.320 -4.114
H 0.555 1.952 -4.693
H 3.288 0.043 -2.958
H 2.257 0.906 -1.781
H 4.921 2.032 -2.820
H 4.643 1.181 -1.310
H 5.628 3.850 -1.588
H 5.145 3.313 0.062
H 4.433 4.799 -0.646
C -1.702 1.526 -7.313
O -1.583 1.321 -5.935
C -2.525 0.333 -5.424
C -2.528 0.321 -3.935
O -3.081 1.507 -3.340
C -4.493 1.627 -3.488
H -2.731 1.774 -7.580
H -1.488 0.573 -7.840
H -1.012 2.275 -7.713
H -2.259 -0.690 -5.781
H -3.529 0.540 -5.796
H -1.503 0.334 -3.577
H -3.116 -0.584 -3.714
H -4.823 1.862 -4.525
H -4.776 2.490 -2.896
H -5.059 0.724 -3.186
C -6.200 -2.120 -1.173
O -5.784 -0.834 -0.898
C -6.858 0.011 -0.450
C -6.226 1.353 -0.160
O -5.119 1.362 0.714
C -5.443 0.723 1.935
H -7.013 -2.237 -1.913
H -6.491 -2.556 -0.198
H -5.335 -2.696 -1.515
H -7.333 -0.441 0.437
H -7.646 0.088 -1.209
H -7.037 2.032 0.255
H -5.782 1.821 -1.060
H -4.774 1.035 2.746
H -5.298 -0.345 1.746
H -6.485 0.888 2.244
C 2.244 -3.898 2.232
O 2.940 -4.650 3.264
C 4.233 -5.096 2.844
C 4.944 -5.835 3.926
O 5.316 -5.025 5.038
C 5.958 -5.781 6.076
H 2.832 -3.017 1.944
H 1.340 -3.554 2.742
H 2.018 -4.480 1.337
H 4.861 -4.233 2.556
H 4.154 -5.757 1.976
H 5.869 -6.277 3.478
H 4.336 -6.692 4.254
H 6.925 -6.089 5.659
H 5.386 -6.657 6.401
H 6.145 -5.052 6.888
O 7.684 -5.847 -1.338
C 7.195 -4.802 -1.008
O 5.923 -4.448 -1.362
C 5.615 -3.223 -0.699
C 6.903 -2.452 -0.489
C 7.812 -3.659 -0.241
H 5.175 -3.459 0.267
H 4.848 -2.700 -1.276
H 6.756 -1.777 0.331
H 7.132 -1.809 -1.349
H 7.758 -3.938 0.815
H 8.863 -3.674 -0.524
O -5.441 -1.347 -5.306
C -5.465 -2.529 -5.118
O -5.076 -3.050 -3.932
C -4.990 -4.503 -4.018
C -5.922 -4.878 -5.172
C -5.847 -3.655 -6.031
H -5.179 -4.962 -3.055
H -3.926 -4.640 -4.222
H -6.912 -5.131 -4.794
H -5.500 -5.776 -5.641
H -6.603 -3.271 -6.718
H -5.000 -3.749 -6.721
O 2.714 -3.166 -2.342
C 1.977 -3.053 -3.275
O 2.267 -2.285 -4.335
C 1.281 -2.370 -5.382
C 0.034 -3.001 -4.655
C 0.645 -3.767 -3.456
H 1.770 -3.001 -6.144
H 1.148 -1.400 -5.880
H -0.595 -3.529 -5.389
H -0.553 -2.146 -4.315
H 0.804 -4.825 -3.672
H 0.113 -3.706 -2.501
*
```

Values from the calculation:
gap between HOMO and LUMO	9.34	eV
HOMO level	-9.17	eV
total energy	-4386.32120	hartree
lowest unoccupied orbital energy	0.17	eV
relative energy (zero: lowest compared OMol25 entry of this formula, charge and spin)	0.00	kcal/mol

=====

No. 2
This record from the Open Molecules 2025 dataset describes 10 unconnected molecules or ions with the total composition C54H122N10O14. The level of theory is ωB97M-V with the def2-TZVPD basis set.

```
! RIJCOSX wB97M-V def2-TZVPD def2/J DEFGRID3
* xyz 0 1
C -1.092 -4.227 6.977
C -1.402 -4.199 5.597
C -0.357 -3.664 4.899
N 0.606 -3.350 5.826
C 0.174 -3.658 7.083
H -1.738 -4.486 7.798
H -2.344 -4.552 5.200
H -0.144 -3.567 3.848
H 1.574 -3.054 5.626
H 0.743 -3.417 7.965
C 0.470 0.402 0.928
C 0.279 0.671 2.322
C -0.322 -0.435 2.896
N -0.437 -1.359 1.883
C 0.122 -0.912 0.735
H 0.917 1.031 0.174
H 0.571 1.542 2.886
H -0.669 -0.711 3.877
H -0.818 -2.288 2.004
H 0.149 -1.529 -0.149
C -3.410 -1.225 -1.750
O -3.041 -2.235 -0.831
C -3.636 -2.050 0.438
C -3.424 -3.317 1.269
N -2.023 -3.758 1.101
C -1.779 -5.104 1.592
C -0.413 -5.577 1.095
O -0.557 -5.793 -0.303
C 0.505 -6.580 -0.821
H -4.459 -1.337 -2.040
H -2.783 -1.273 -2.637
H -3.281 -0.232 -1.307
H -4.712 -1.877 0.326
H -3.224 -1.168 0.942
H -4.161 -4.034 0.887
H -3.628 -3.100 2.318
H -2.004 -3.835 0.082
H -2.477 -5.838 1.168
H -1.816 -5.152 2.682
H -0.128 -6.528 1.556
H 0.382 -4.836 1.235
H 1.447 -6.031 -0.781
H 0.258 -6.842 -1.850
H 0.547 -7.537 -0.292
C 2.431 -0.677 -1.832
O 3.062 -1.794 -2.418
C 3.207 -1.665 -3.822
C 3.884 -2.939 -4.313
N 4.209 -2.925 -5.739
C 5.138 -1.871 -6.150
C 5.547 -2.068 -7.589
O 6.577 -1.119 -7.848
C 7.000 -1.205 -9.200
H 2.442 -0.700 -0.745
H 1.361 -0.742 -2.070
H 2.764 0.296 -2.200
H 3.766 -0.756 -4.061
H 2.214 -1.580 -4.285
H 3.233 -3.800 -4.163
H 4.808 -3.086 -3.755
H 3.395 -2.846 -6.336
H 6.064 -1.859 -5.566
H 4.759 -0.851 -6.015
H 4.682 -1.867 -8.235
H 5.858 -3.101 -7.761
H 7.663 -0.349 -9.334
H 6.144 -1.173 -9.875
H 7.636 -2.064 -9.439
C -8.964 -1.689 5.513
O -7.562 -1.535 5.440
C -6.959 -2.452 4.558
C -5.457 -2.207 4.637
N -5.116 -0.959 3.939
C -3.794 -0.487 4.322
C -3.552 0.881 3.640
O -4.338 1.851 4.313
C -3.846 3.157 4.104
H -9.439 -1.700 4.526
H -9.408 -0.851 6.046
H -9.183 -2.627 6.030
H -7.292 -2.326 3.521
H -7.158 -3.499 4.819
H -4.941 -3.050 4.174
H -5.156 -2.071 5.682
H -5.823 -0.259 4.124
H -3.014 -1.137 3.925
H -3.726 -0.308 5.400
H -3.720 0.859 2.560
H -2.508 1.129 3.866
H -4.549 3.878 4.515
H -3.803 3.329 3.020
H -2.850 3.328 4.519
C 3.295 2.697 1.458
O 2.840 3.424 0.340
C 3.586 4.604 0.140
C 3.017 5.209 -1.146
N 3.642 6.493 -1.517
C 2.753 7.216 -2.440
C 3.434 8.417 -3.090
O 4.552 7.921 -3.801
C 5.146 8.939 -4.578
H 4.365 2.456 1.441
H 2.736 1.766 1.537
H 3.121 3.277 2.375
H 4.638 4.354 -0.029
H 3.479 5.381 0.906
H 1.934 5.302 -1.081
H 3.311 4.516 -1.945
H 4.434 6.283 -2.115
H 1.809 7.496 -1.972
H 2.529 6.502 -3.249
H 3.576 9.232 -2.372
H 2.703 8.866 -3.776
H 5.312 9.880 -4.046
H 4.587 9.170 -5.492
H 6.119 8.536 -4.866
C -0.271 2.509 -6.951
O -0.426 1.128 -6.770
C -1.643 0.592 -7.231
C -1.477 -0.922 -7.148
N -1.502 -1.438 -5.788
C -1.560 -2.893 -5.757
C -1.182 -3.357 -4.369
O 0.139 -2.999 -4.020
C 0.364 -3.124 -2.624
H 0.679 2.841 -6.535
H -1.096 3.040 -6.460
H -0.238 2.802 -8.008
H -1.889 0.856 -8.268
H -2.502 0.938 -6.644
H -0.489 -1.125 -7.583
H -2.207 -1.421 -7.788
H -0.696 -1.124 -5.262
H -0.839 -3.324 -6.476
H -2.522 -3.217 -6.158
H -1.246 -4.452 -4.331
H -1.885 -2.983 -3.618
H 1.390 -2.816 -2.432
H 0.199 -4.162 -2.326
H -0.320 -2.434 -2.117
C -1.414 0.846 -3.359
O -2.216 1.677 -2.559
C -1.584 2.186 -1.384
C -2.592 2.924 -0.537
N -3.027 4.214 -1.052
C -3.638 5.060 -0.019
C -5.028 4.582 0.421
O -5.889 4.460 -0.689
C -7.231 4.325 -0.309
H -0.868 0.113 -2.760
H -0.758 1.460 -3.988
H -2.044 0.345 -4.096
H -0.763 2.850 -1.675
H -1.256 1.274 -0.877
H -2.112 3.152 0.421
H -3.437 2.251 -0.341
H -3.837 4.127 -1.663
H -3.861 6.031 -0.469
H -3.046 5.208 0.886
H -5.389 5.354 1.118
H -5.058 3.654 1.009
H -7.624 5.107 0.348
H -7.363 3.348 0.178
H -7.846 4.319 -1.210
C 5.444 -5.540 7.530
O 5.169 -4.470 6.665
C 4.331 -3.457 7.201
C 4.266 -2.382 6.113
N 3.354 -2.795 5.045
C 3.337 -1.786 3.992
C 2.843 -2.365 2.697
O 3.877 -3.196 2.202
C 3.565 -3.843 0.997
H 4.520 -6.074 7.782
H 5.994 -5.256 8.432
H 6.071 -6.233 6.967
H 4.767 -3.020 8.104
H 3.350 -3.914 7.365
H 5.302 -2.256 5.779
H 3.952 -1.425 6.531
H 3.720 -3.613 4.557
H 4.311 -1.301 3.830
H 2.726 -0.926 4.297
H 2.576 -1.627 1.926
H 1.880 -2.895 2.754
H 4.403 -4.476 0.711
H 3.499 -3.084 0.201
H 2.633 -4.413 0.936
C -0.313 4.357 2.867
C 0.042 5.168 1.627
C 0.947 6.381 1.916
C 0.233 7.532 2.503
N -0.274 8.464 2.941
H -0.775 4.952 3.660
H 0.564 3.855 3.278
H -1.084 3.624 2.624
H -0.901 5.417 1.136
H 0.576 4.575 0.882
H 1.421 6.741 1.004
H 1.702 6.072 2.639
*
```

Values from the calculation:
gap between HOMO and LUMO	8.69	eV
HOMO level	-8.10	eV
total energy	-3731.26015	hartree
lowest unoccupied orbital energy	0.59	eV
relative energy (zero: lowest compared OMol25 entry of this formula, charge and spin)	0.00	kcal/mol
SMILES	c1cc[nH]c1.c1cc[nH]c1.COCCNCCOC.COCCNCCOC.COCCNCCOC.COCCNCCOC.COCCNCCOC.COCCNCCOC.COCCNCCOC.CCCC#N